This record from OMol25 describes C40H40BaN6PS2SbSe4 as an isolated structure. The level of theory is ωB97M-V/def2-TZVPD.

Atoms and positions in Å:
Ba -0.16999 -0.30175 0.07466
C 2.14227 -3.40114 -1.66570
C 2.79027 -2.08183 -1.22682
C 2.96983 -1.88907 0.28525
N 2.42014 -0.62654 0.73972
C 2.76778 -0.15272 1.89458
C 3.59727 -0.86389 2.82752
C 4.41038 -0.41811 3.84410
C 4.61424 0.87840 4.31432
C 3.83518 1.97718 3.97805
C 2.70283 2.04246 3.18655
C 2.06400 1.08425 2.35087
N 0.85568 1.22378 1.86255
C -0.13361 2.01979 2.55573
C -0.78016 1.17787 3.66838
C -1.75682 0.07849 3.22373
N -1.28573 -0.94450 2.30530
C -0.93152 -2.11470 2.75152
C -0.62662 -2.37587 4.13151
C -0.70204 -3.52405 4.88650
C -1.17325 -4.78349 4.52187
C -1.53865 -5.15112 3.23259
C -1.35892 -4.47122 2.04339
C -0.75569 -3.20659 1.74731
N -0.22220 -2.90570 0.59654
C -0.11804 -3.94282 -0.40914
C 0.60816 -3.49454 -1.68462
H 2.54505 -4.22019 -1.05742
H 2.47477 -3.60518 -2.68766
H 2.22121 -1.23411 -1.62613
H 3.76370 -2.01054 -1.71410
H 4.02998 -1.97406 0.55537
H 2.45221 -2.70631 0.80898
H 3.61826 -1.93511 2.66368
H 4.99611 -1.19093 4.33458
H 5.40424 1.02680 5.04181
H 4.11410 2.91343 4.45376
H 2.21002 3.00817 3.19635
H -0.90516 2.33894 1.84188
H 0.26963 2.92695 3.01937
H -1.35303 1.84150 4.32618
H 0.03002 0.75161 4.26878
H -2.60050 0.56732 2.72316
H -2.15641 -0.38065 4.13909
H -0.30372 -1.49116 4.66956
H -0.40423 -3.41548 5.92564
H -1.27483 -5.53057 5.30105
H -1.98254 -6.13716 3.12765
H -1.66422 -5.02211 1.16045
H -1.12414 -4.26437 -0.71416
H 0.39545 -4.83688 -0.02403
H 0.17660 -2.54883 -2.04302
H 0.34941 -4.22409 -2.45694
S -4.59165 2.65497 -1.76051
P -4.77356 0.99496 -0.70844
S -3.35022 -0.39764 -0.70512
C -6.37178 0.18443 -1.14836
C -6.43005 -1.15551 -1.51189
C -7.64967 -1.73539 -1.83941
C -8.81368 -0.98181 -1.79548
C -8.75704 0.35665 -1.42997
C -7.53983 0.93981 -1.11285
C -5.10920 1.41722 1.05649
C -5.18040 0.38376 1.98875
C -5.43157 0.66444 3.32355
C -5.60262 1.97938 3.73697
C -5.52764 3.00977 2.81074
C -5.28599 2.73024 1.47096
H -5.51228 -1.72928 -1.53120
H -7.68768 -2.77910 -2.12728
H -9.76465 -1.43582 -2.04800
H -9.66485 0.94771 -1.39819
H -7.48070 1.98925 -0.84876
H -5.00445 -0.63381 1.66185
H -5.47109 -0.14261 4.04507
H -5.78289 2.20031 4.78238
H -5.65095 4.03722 3.13297
H -5.21360 3.52482 0.73826
N -0.83075 5.54771 -5.85745
C -0.76032 4.70573 -5.07860
C -0.66738 3.66322 -4.09363
C -1.68009 2.72544 -3.95333
C -1.54506 1.74794 -2.97871
N -0.49071 1.67052 -2.17235
C 0.47747 2.58046 -2.31021
C 0.44022 3.58950 -3.24929
H -2.56776 2.76236 -4.56761
H -2.32599 1.01390 -2.82586
H 1.32798 2.48277 -1.64408
H 1.24972 4.29989 -3.33710
Se 5.53746 -1.09516 -4.44288
Sb 3.36867 -1.76600 -5.22206
Se 2.79542 -4.00915 -5.86456
Se 2.13399 0.06024 -6.54245
Se 1.38564 -0.38354 -4.32359

Output
multiplicity = 1
E = -350651.5987 eV
total charge = -2
orbital gap = 0.220 hartree

Results of the Mulliken charge analysis, in e, for atoms 1 through 6: number 1, Ba, carries 1.584; number 2, C, carries -0.686; number 3, C, carries 0.579; number 4, C, carries -1.080; number 5, N, carries -0.268; number 6, C, carries 0.888

This record from OMol25 describes C5H6LaO2 as an isolated structure. The level of theory is ωB97M-V/def2-TZVPD.

Atoms and positions in Å:
C 1.89047 -0.25232 2.42143
C 1.01708 -0.47420 1.58956
C -0.25839 -0.80646 0.94388
C -0.92509 -2.00732 1.56339
O -2.11556 -2.08180 1.78063
La -4.65976 -0.51886 2.14861
H 2.54140 -0.24170 3.27967
H -0.06463 -1.07453 -0.11062
H -0.94875 0.04806 0.94486
H -0.26682 -2.86810 1.79415
C 3.37360 0.15089 0.18120
O 3.24992 1.22438 -0.56765
H 3.19128 -0.71074 -0.49895
H 3.91184 1.88731 -0.32570

Output
multiplicity = 1
E = -10220.3991 eV
total charge = +1
orbital gap (alpha / beta) = 0.191 / 0.190 hartree

Results of the Mulliken charge analysis, in e, for atoms 1 through 6: number 1, C, carries -0.036; number 2, C, carries -0.366; number 3, C, carries -0.281; number 4, C, carries 0.071; number 5, O, carries -0.437; number 6, La, carries 0.909